Arrangement w

The following is a quantum chemistry calculation of 2 unconnected molecules or ions with the total composition CH2NOS2, from the Open Molecules 2025 dataset.

Structure (ORCA input):
```
! wB97M-V def2-TZVPD RIJCOSX def2/J DEFGRID3
* xyz -1 1
C -1.29 -0.21 -1.16
N 0.72 0.34 0.82
O -0.75 0.51 -1.89
S -2.20 -0.88 -0.13
S 1.63 -0.89 -0.13
H 1.33 1.04 0.73
H 0.56 0.10 1.76
*
```

The LUMO energy comes out at 3.253 eV. The value obtained for the HOMO-LUMO gap is 5.11 eV.

Arrangement x

The following is a quantum chemistry calculation of 2 unconnected molecules or ions with the total composition CH2NOS2, from the Open Molecules 2025 dataset.

Structure (ORCA input):
```
! wB97M-V def2-TZVPD RIJCOSX def2/J DEFGRID3
* xyz -1 1
C 1.35 -0.51 0.31
N -1.60 0.49 -0.10
O 0.59 -1.40 0.12
S 2.81 0.14 0.40
S -0.10 1.59 0.22
H -1.48 -0.49 0.18
H -1.57 0.19 -1.12
*
```

The LUMO energy comes out at 3.477 eV. The value obtained for the HOMO-LUMO gap is 6.40 eV.

Verdict on stability: arrangement x comes out on top.

Arrangement w

The following is a quantum chemistry calculation of a gas-phase ion, C6H16N2 (charge -1), from the Open Molecules 2025 dataset.

Structure (ORCA input):
```
! wB97M-V def2-TZVPD RIJCOSX def2/J DEFGRID3
* xyz -1 2
N 2.29 -2.03 -0.92
C 1.91 -0.61 -1.10
C 1.36 -0.03 0.20
N -0.10 0.27 0.10
C -0.51 0.88 1.39
C -0.62 2.39 1.33
C -0.93 -0.88 -0.23
C -2.17 -0.36 -0.94
H 2.19 -2.49 -1.82
H 1.71 -2.47 -0.22
H 1.31 -0.52 -2.00
H 2.74 0.05 -1.36
H 1.79 0.95 0.38
H 1.51 -0.75 1.02
H 0.07 0.53 2.25
H -1.51 0.47 1.59
H -1.01 2.65 0.34
H -1.35 2.83 2.01
H 0.32 2.93 1.46
H -1.20 -1.44 0.71
H -0.40 -1.64 -0.80
H -2.99 -1.10 -0.88
H -2.50 0.58 -0.52
H -1.90 -0.19 -1.98
*
```

The LUMO energy (spin up / spin down) comes out at 3.845 / 3.717 eV. The value obtained for the HOMO-LUMO gap (spin up / spin down) is 2.34 / 8.87 eV. As for the expectation value of S²: 0.7504.

Arrangement x

The following is a quantum chemistry calculation of a gas-phase ion, C6H16N2 (charge -1), from the Open Molecules 2025 dataset.

Structure (ORCA input):
```
! wB97M-V def2-TZVPD RIJCOSX def2/J DEFGRID3
* xyz -1 2
C -0.40 0.03 -1.13
N -1.20 0.36 0.06
C -1.94 -0.74 0.68
C -2.78 -0.15 1.83
C 1.10 -0.19 -0.94
N 1.72 0.89 -0.19
C 1.80 0.74 1.24
C 1.75 -0.30 -2.32
H -0.52 0.88 -1.77
H -0.91 -0.82 -1.59
H -0.73 0.94 0.73
H -2.66 -1.07 -0.06
H -1.25 -1.48 1.09
H -2.19 0.26 2.65
H -3.51 -0.87 2.18
H -3.33 0.69 1.41
H 1.29 -1.14 -0.42
H 2.63 1.10 -0.56
H 2.84 0.57 1.55
H 1.28 -0.13 1.67
H 1.42 1.58 1.84
H 2.82 -0.48 -2.28
H 1.36 -1.23 -2.76
H 1.42 0.54 -2.92
*
```

The LUMO energy (spin up / spin down) comes out at 3.879 / 3.836 eV. The value obtained for the HOMO-LUMO gap (spin up / spin down) is 2.44 / 8.69 eV. As for the expectation value of S²: 0.7504.

Arrangement y

The following is a quantum chemistry calculation of a gas-phase ion, C6H16N2 (charge -1), from the Open Molecules 2025 dataset.

Structure (ORCA input):
```
! wB97M-V def2-TZVPD RIJCOSX def2/J DEFGRID3
* xyz -1 2
C -0.46 1.14 0.05
C 0.51 1.99 0.86
C 1.47 1.11 1.83
N 0.86 0.21 2.74
C 0.11 -0.01 -0.75
N -0.98 -0.88 -1.30
C -0.84 -2.29 -0.76
C -0.74 -0.99 -2.74
H -1.15 1.73 -0.58
H -1.12 0.57 0.74
H -0.07 2.67 1.46
H 1.24 2.69 0.40
H 1.86 0.51 0.98
H 2.22 1.66 2.42
H 0.74 0.22 3.74
H 0.08 -0.39 2.42
H 0.82 0.31 -1.54
H 0.85 -0.60 -0.17
H -0.92 -3.07 -1.54
H -1.45 -2.41 0.11
H 0.18 -2.32 -0.39
H -1.51 -1.64 -3.16
H -1.01 -0.06 -3.21
H 0.30 -1.17 -3.05
*
```

The LUMO energy (spin up / spin down) comes out at 3.905 / 3.806 eV. The value obtained for the HOMO-LUMO gap (spin up / spin down) is 2.43 / 8.92 eV. As for the expectation value of S²: 0.7504.

Verdict on stability: arrangement x comes out on top.

Arrangement w

The following is a quantum chemistry calculation of a molecular structure, C7H8FNO2S, from the Open Molecules 2025 dataset.

Structure (ORCA input):
```
! wB97M-V def2-TZVPD RIJCOSX def2/J DEFGRID3
* xyz 0 1
C -0.98 1.74 -1.13
C -1.02 1.75 0.23
C 0.14 1.16 -1.75
C 0.05 1.27 0.99
C 1.21 0.62 -1.05
C 1.20 0.74 0.34
C 0.02 -2.12 1.47
N -1.15 -1.68 1.30
O -0.22 -2.05 -1.07
O 2.26 0.29 1.11
F -2.68 -2.27 -0.64
S -1.25 -1.33 -0.45
H -1.84 2.20 -1.55
H -1.88 2.22 0.62
H 0.34 1.03 -2.80
H 0.12 1.35 2.14
H 1.96 0.22 -1.72
H 0.20 -2.38 2.50
H 0.70 -2.41 0.73
H 2.83 -0.34 0.74
*
```

The LUMO energy comes out at 0.377 eV. The value obtained for the HOMO-LUMO gap is 9.44 eV.

Arrangement x

The following is a quantum chemistry calculation of C7H8FNO2S in the gas phase, from the Open Molecules 2025 dataset.

Structure (ORCA input):
```
! wB97M-V def2-TZVPD RIJCOSX def2/J DEFGRID3
* xyz 0 1
O -2.60 -1.37 -0.08
S -1.67 -0.29 0.35
O -1.66 0.49 1.52
C -1.73 0.66 -1.15
F -2.77 1.57 -1.02
N -0.25 -1.10 0.26
C 1.04 -0.56 0.25
C 1.50 0.70 0.73
C 2.77 1.21 0.58
C 3.69 0.72 -0.34
C 3.31 -0.62 -0.70
C 2.08 -1.25 -0.41
H -0.72 1.09 -1.40
H -2.09 -0.10 -1.82
H -0.35 -2.07 0.10
H 0.70 1.19 1.39
H 3.17 2.17 0.82
H 4.69 1.21 -0.42
H 4.03 -1.30 -1.15
H 2.07 -2.23 -0.97
*
```

The LUMO energy comes out at 0.594 eV. The value obtained for the HOMO-LUMO gap is 9.74 eV. The structure (SMILES) is O=S(=O)(CF)Nc1ccccc1.

Verdict on stability: arrangement w comes out on top.

Arrangement w

The following is a quantum chemistry calculation of C5H5ClOS in the gas phase, from the Open Molecules 2025 dataset.

Structure (ORCA input):
```
! wB97M-V def2-TZVPD RIJCOSX def2/J DEFGRID3
* xyz 0 1
C -2.14 0.37 1.90
C -1.32 0.05 1.08
C -0.27 -0.61 0.38
Cl -1.15 -1.36 -1.07
C 0.91 0.26 0.08
S 2.35 -0.55 0.41
O 0.80 1.57 -0.22
C -0.44 2.12 -1.12
H -2.86 0.86 2.60
H 0.37 -1.40 0.80
H -1.00 1.46 -1.97
H -1.36 2.38 -0.29
H 0.03 2.94 -1.66
*
```

The LUMO energy comes out at -0.586 eV. The value obtained for the HOMO-LUMO gap is 8.42 eV. The structure (SMILES) is C#C[C@@H](Cl)C(=S)OC.

Arrangement x

The following is a quantum chemistry calculation of a molecular structure, C5H5ClOS, from the Open Molecules 2025 dataset.

Structure (ORCA input):
```
! wB97M-V def2-TZVPD RIJCOSX def2/J DEFGRID3
* xyz 0 1
C 0.40 -2.58 1.98
C 0.15 -2.30 0.67
C -0.38 -0.94 0.31
C 0.02 -0.58 -1.22
C -1.01 1.70 -1.46
H 0.62 -3.38 2.68
H -0.28 -2.99 -0.02
H -0.89 0.07 1.19
H 0.41 -1.26 -2.24
H -1.62 1.51 -0.63
O 0.03 0.69 -1.68
S -0.76 3.10 -2.29
Cl 1.09 -1.23 2.79
*
```

The LUMO energy comes out at -0.880 eV. The value obtained for the HOMO-LUMO gap is 7.17 eV.

Verdict on stability: arrangement w comes out on top.